Entry from the Open Molecules 2025 dataset: a cluster of 2 separate species, C4H13N2O in total in a non-equilibrium geometry (wB97M-V/def2-TZVPD).

Computed properties:
- LUMO (spin up / spin down) (Eh) = -0.3020 / -0.4909
- M (g/mol) = 105.16

The geometry in ORCA input format:
```
! RIJCOSX wB97M-V def2-TZVPD def2/J DEFGRID3
* xyz 2 2
O 0.4771 1.5263 0.5522
N 2.0379 2.5246 -0.6614
N -1.5293 -0.6165 0.6036
C 0.9124 1.8630 -0.6061
C -0.0713 -2.2677 1.6902
C 0.1648 1.5847 -1.8679
C -0.7394 -1.8997 0.3517
H -2.1314 -0.8580 1.3945
H -2.1131 -0.3051 -0.1727
H -0.4799 0.7081 -1.8527
H -0.4841 -1.6341 2.4851
H -0.2219 -3.2709 2.0611
H -0.8156 0.0579 0.8483
H 2.6304 2.4871 0.1635
H 0.9981 -2.0616 1.6785
H 0.0112 -1.7605 -0.4200
H -0.5063 2.4277 -2.0527
H -1.4154 -2.7017 0.0971
H 0.8292 1.4785 -2.7248
H 2.4467 2.7178 -1.5674
*
```

Results of the Mulliken charge analysis, in e, for atoms 1 through 4:
1 O -0.296
2 N -0.280
3 N -0.226
4 C 0.905